No. 1
ORCA calculation (wB97M-V/def2-TZVPD) on an isolated molecule of C3H9NOS.

Atoms and positions in Å:
H 3.19 -2.08 1.41
H -0.30 -0.16 1.22
N -0.28 0.44 -0.79
C -1.22 1.49 -0.47
O -2.35 1.07 0.29
H -0.40 -1.44 0.07
H 1.56 -1.78 -0.71
C 1.57 -0.89 0.10
S 2.01 -1.55 1.95
H -1.68 1.93 -1.46
H 2.18 0.06 -0.11
C 0.08 -0.49 0.28
H -0.51 -0.07 -1.59
H -3.20 1.18 -0.22
H -0.66 2.31 0.04

2S+1: 1
E_HOMO in eV: -9.06
Total charge: 0
SMILES: OCNCCS

***

No. 2
ORCA calculation (wB97M-V/def2-TZVPD) on a 3-piece molecular cluster, C3H9NOS overall.

Atoms and positions in Å:
H 1.24 0.63 -0.28
C -2.27 2.56 -0.27
H 2.54 -1.77 -0.67
H -1.31 2.52 -0.78
C 2.30 -2.27 0.28
C 0.56 -0.19 -0.54
N 2.42 -1.50 1.22
S -0.63 -0.35 0.55
H 2.07 -2.01 2.07
H 0.61 -0.84 -1.41
H -2.37 3.44 0.33
H 1.92 -3.25 0.23
H -2.36 1.57 0.16
H -2.93 2.62 -1.05
O -1.79 -1.18 0.17

2S+1: 1
E_HOMO in eV: -9.53
Total charge: 0

***

No. 3
ORCA calculation (wB97M-V/def2-TZVPD) on a 2-piece molecular cluster, C3H9NOS overall.

Atoms and positions in Å:
C 0.42 0.16 -1.11
H -0.53 -1.11 -2.43
H 1.01 0.60 -1.99
H 0.66 2.22 0.00
S -0.17 0.76 1.56
O 1.45 -0.52 -0.53
H 1.26 -0.48 0.56
H -1.49 0.23 1.47
H -1.46 -0.20 -1.34
H -0.98 1.90 -0.22
C 0.00 1.23 -0.16
H -1.46 -1.24 0.60
C -0.60 -0.76 -1.38
H 0.54 -1.54 0.45
N -0.77 -1.74 -0.28

2S+1: 1
E_HOMO in eV: -8.84
Total charge: 0

***

No. 4
ORCA calculation (wB97M-V/def2-TZVPD) on a 2-piece molecular cluster, C3H9NOS overall.

Atoms and positions in Å:
H -0.39 1.42 -1.67
H 0.78 2.31 -0.68
O 0.86 0.61 1.30
C 0.40 0.30 0.00
N -3.16 -1.85 1.17
H -0.86 2.06 -0.08
H 2.34 0.25 -0.96
C -0.05 1.61 -0.66
S -2.41 -2.42 2.39
H 1.79 -1.32 -0.36
H -0.48 -0.37 0.07
H 1.22 -0.19 1.69
C 1.47 -0.39 -0.84
H -2.60 -1.39 0.45
H 1.08 -0.63 -1.82

2S+1: 1
E_HOMO (alpha / beta) in eV: -8.69 / -8.69
Total charge: 0
SMILES: CC(C)O.N=S

***

No. 5
ORCA calculation (wB97M-V/def2-TZVPD) on an isolated molecule of C3H9NOS2.

Atoms and positions in Å:
H 0.20 -1.87 1.31
H -3.23 2.23 -1.20
H 1.92 0.98 -1.09
H 1.00 -1.06 -0.85
C 0.63 -0.31 -0.13
C -0.85 -0.01 -0.38
S -3.12 1.32 -2.22
N 1.43 0.93 -0.22
O 2.10 -0.90 1.73
H 2.25 -1.75 2.10
H 0.16 -0.28 1.89
H -1.41 -0.97 -0.30
S -1.30 0.36 -2.13
H -1.33 0.57 0.42
H 0.78 1.70 -0.16
C 0.77 -0.94 1.24

2S+1: 1
E_HOMO in eV: -8.38
Total charge: 0
SMILES: N[C@@H](CO)CSS

***

No. 6
ORCA calculation (wB97M-V/def2-TZVPD) on an isolated molecule of C3H9NOS2.

Atoms and positions in Å:
H 0.85 1.46 -1.04
H 0.35 -1.27 -0.40
H -0.79 -0.35 1.88
S -2.40 -1.13 0.37
H -1.32 0.96 0.79
H 1.28 0.96 1.36
C 1.47 0.03 0.83
C 0.25 -0.26 -0.05
N 0.31 0.63 -1.18
H 3.31 0.65 0.25
C -0.99 -0.08 0.84
H -0.47 0.74 -1.81
S -3.07 -0.22 -1.39
O 2.65 -0.03 0.08
H -2.98 -1.34 -2.12
H 1.55 -0.75 1.59

2S+1: 1
E_HOMO in eV: -8.50
Total charge: 0
SMILES: N[C@@H](CO)CSS

***

No. 7
ORCA calculation (wB97M-V/def2-TZVPD) on an isolated molecule of C3H9NP2.

Atoms and positions in Å:
P -1.23 -0.33 -0.27
H 2.92 0.28 0.89
H 2.73 1.69 -0.37
P 1.23 -0.27 -0.47
H -0.03 -2.20 0.86
H -0.14 1.63 -1.07
C 0.16 -1.19 0.69
N -0.08 0.51 -1.29
H -3.29 0.24 0.80
H -2.05 1.60 0.38
H 0.19 -0.53 1.60
C -2.61 0.64 0.03
H 1.32 -1.32 -1.46
H -1.62 -1.46 -0.88
C 2.16 0.85 0.32

2S+1: 1
E_HOMO in eV: -8.24
Total charge: 0

***

No. 8
ORCA calculation (wB97M-V/def2-TZVPD) on a 2-piece molecular cluster, C3H9NS overall.

Atoms and positions in Å:
H 2.60 -0.50 0.14
C 0.85 -0.59 1.32
H 0.46 0.36 0.96
H -2.37 1.15 -1.68
C 1.81 -1.12 0.53
H 0.11 1.84 -2.57
N 0.39 -1.10 2.52
C -0.02 0.85 -2.14
H -0.30 0.21 -2.97
H 1.83 -2.20 0.39
S -1.34 0.92 -0.88
H -0.63 -1.07 2.56
H 0.75 -2.05 2.62
H 0.88 0.66 -1.56

2S+1: 1
E_HOMO in eV: -8.07
Total charge: 0
SMILES: C=CN.CS

***

No. 9
ORCA calculation (wB97M-V/def2-TZVPD) on a 2-piece molecular cluster, C3H9NS overall.

Atoms and positions in Å:
H 2.43 -2.43 0.25
C 1.60 -2.55 -0.42
C 0.48 2.79 -0.77
H 0.62 1.75 -1.11
C -0.53 2.95 0.12
H -2.38 2.71 0.68
H -0.41 3.48 1.07
N -1.75 2.32 0.01
H -1.99 1.80 -0.81
S 0.03 -2.44 0.59
H 1.61 -3.50 -0.94
H 0.99 3.39 -1.50
H 1.71 -1.76 -1.15
H 0.15 -1.13 0.33

2S+1: 1
E_HOMO in eV: -7.44
Total charge: 0
SMILES: C=CN.CS

***

No. 10
ORCA calculation (wB97M-V/def2-TZVPD) on an isolated molecule of C3H9NS.

Atoms and positions in Å:
H 2.72 0.00 1.25
S 0.88 -0.69 -0.12
H -1.73 -0.88 -1.22
H -0.12 0.59 1.68
H -3.09 0.22 -1.22
C 2.20 0.48 0.43
H 1.74 1.38 0.82
H -1.55 0.69 -2.01
H 2.88 0.71 -0.39
C -2.00 0.18 -1.16
C -0.54 -0.02 0.88
H -0.96 -0.86 1.43
N -1.59 0.64 0.18
H -1.33 1.61 0.04

2S+1: 1
E_HOMO in eV: -8.54
Total charge: 0
SMILES: CNCSC

***

No. 11
ORCA calculation (wB97M-V/def2-TZVPD) on an isolated ion of composition C3H9NS and charge +1.

Atoms and positions in Å:
H 0.10 -1.62 -1.86
N 0.61 -0.78 -1.53
H 1.78 -0.29 0.21
C 0.22 0.48 -2.30
H -1.36 -0.71 0.12
H 0.45 0.22 -3.32
H -0.86 0.76 -2.19
S -0.60 0.82 1.69
C -0.37 -0.56 0.74
H -0.82 -1.38 1.42
H 1.06 -2.06 0.05
H 0.86 1.36 -1.95
H -0.33 1.78 0.73
C 0.88 -0.88 -0.04

2S+1: 2
E_HOMO (alpha / beta) in eV: -13.19 / -13.17
Total charge: +1

***

No. 12
ORCA calculation (wB97M-V/def2-TZVPD) on a 2-piece molecular cluster, C3H9NS2 overall.

Atoms and positions in Å:
H -1.37 -0.40 -0.67
N -2.75 1.06 0.09
H -0.65 1.18 -0.22
C -3.10 1.74 -0.90
S 1.25 -2.36 1.76
H -1.16 0.07 1.01
S 3.15 -1.80 1.13
H 3.58 -0.51 -0.77
H 1.87 -0.24 -0.31
H -2.53 1.74 -1.84
H 3.09 0.57 0.57
C -1.42 0.45 0.03
H -4.04 2.28 -0.84
C 2.88 -0.38 0.05
H 1.21 -3.41 0.93

2S+1: 1
E_HOMO in eV: -9.03
Total charge: 0
SMILES: C=NC.CSS

***

Energy relative to the best compared isomer or geometry (same formula, charge and spin)? In order: 51.4, 84.5, 147.0, 57.4, 37.8, 22.4, 97.9, 41.8, 65.8, 18.0, 35.9, 31.8 kcal per mole.